Record 1
C54H120F6N9O12S6 as an isolated structure. Source: the OMol25 dataset; level of theory: the ωB97M-V functional and the def2-TZVPD basis.

Atoms and positions in Å:
C -4.023084 7.377036 0.597168
C -4.440336 7.117482 -0.850794
C -3.856902 8.302886 -1.667641
N -4.328465 8.484681 -3.086740
C -3.881555 7.446738 -4.069377
C -2.355814 7.345181 -4.266338
C -1.758085 8.652961 -4.757653
C -2.223432 9.853416 -3.878857
C -3.746773 9.800093 -3.641097
C -5.819214 8.483319 -3.174620
H -4.591016 6.813996 1.278636
H -4.111431 8.424131 0.929591
H -3.020154 6.993724 0.831640
H -5.529288 7.072144 -0.893556
H -4.022486 6.159677 -1.072596
H -2.720541 8.245635 -1.758964
H -4.075515 9.294752 -1.212769
H -4.250647 6.498104 -3.711391
H -4.308802 7.728865 -5.019147
H -1.927004 7.217853 -3.230790
H -2.197364 6.513962 -4.886730
H -0.643137 8.661645 -4.768213
H -2.124225 8.905251 -5.738405
H -1.700203 9.793126 -2.879897
H -2.083846 10.866333 -4.387770
H -4.071624 10.604668 -3.027031
H -4.191014 9.890893 -4.594711
H -6.135134 7.488522 -2.993346
H -6.064922 8.594083 -4.252548
H -6.223865 9.184673 -2.490037
C 5.730353 -6.182639 3.675250
C 4.387965 -6.104001 4.406944
C 4.523142 -7.001972 5.600599
N 3.295687 -7.080403 6.503352
C 2.694871 -5.761197 6.737166
C 1.426594 -5.806572 7.598250
C 0.362688 -6.573769 6.760994
C 0.924003 -8.001430 6.560715
C 2.278830 -8.020342 5.792652
C 3.788150 -7.705887 7.786977
H 6.618538 -5.713212 4.202307
H 5.553886 -5.731810 2.716091
H 5.885142 -7.264300 3.524345
H 3.620571 -6.294424 3.711755
H 4.355569 -5.047117 4.700639
H 5.316654 -6.675515 6.289544
H 4.646087 -7.988072 5.201963
H 2.427702 -5.235145 5.818660
H 3.425211 -5.196593 7.330514
H 1.161829 -4.744026 7.763408
H 1.535786 -6.215453 8.564981
H 0.092918 -5.969252 5.847649
H -0.563568 -6.629821 7.379163
H 0.222739 -8.649157 5.968831
H 1.085785 -8.403171 7.574396
H 2.178335 -7.560051 4.808323
H 2.600840 -9.015092 5.847231
H 4.409668 -6.997362 8.301620
H 4.343424 -8.628734 7.525251
H 2.987565 -7.976008 8.433149
C 2.306278 12.750134 6.917388
C 3.105315 11.615579 6.230764
C 2.142853 10.761614 5.452257
N 2.667555 9.482092 4.883597
C 1.545779 8.734462 4.182018
C 2.074286 7.568205 3.459537
C 3.206412 7.902945 2.508172
C 4.320605 8.639849 3.256925
C 3.785842 9.832606 3.929593
C 3.182184 8.550589 5.942970
H 2.982367 13.526942 7.284974
H 1.662919 12.351684 7.726528
H 1.719723 13.288317 6.203942
H 3.604406 11.109916 7.054769
H 3.859481 11.981495 5.521653
H 1.767363 11.363910 4.655875
H 1.318079 10.475827 6.137057
H 1.148419 9.292592 3.341118
H 0.733238 8.543235 4.858134
H 1.194029 7.122485 3.023680
H 2.274394 6.893733 4.274741
H 2.731116 8.476120 1.680091
H 3.617411 7.029356 2.016052
H 5.094792 9.063092 2.612178
H 4.777766 8.056446 4.038472
H 3.265670 10.541996 3.241381
H 4.504963 10.321145 4.547436
H 2.345245 8.358490 6.566285
H 3.998674 9.006994 6.470502
H 3.383765 7.545793 5.619940
C -5.398258 1.064199 0.173605
C -4.366275 -0.026393 0.226047
C -3.519618 0.008858 1.476122
N -2.554433 -1.190671 1.576471
C -1.782014 -1.108575 2.825387
C -0.953413 0.084478 2.896409
C -0.023384 0.265083 1.706358
C -0.749212 0.098924 0.393357
C -1.636163 -1.144281 0.412835
C -3.253765 -2.465771 1.580306
H -4.876099 1.943056 0.513836
H -6.282791 0.818733 0.746328
H -5.697297 1.299805 -0.817351
H -3.777174 0.061939 -0.701962
H -4.862728 -1.036135 0.151233
H -4.221198 -0.012494 2.301092
H -2.942492 1.004809 1.525611
H -2.431793 -1.191023 3.668023
H -1.120153 -2.018850 2.768909
H -1.624134 0.998752 2.980668
H -0.353097 0.076750 3.822479
H 0.456435 1.196647 1.694304
H 0.823357 -0.408211 1.955120
H -1.255317 1.090371 0.151358
H 0.091297 -0.115074 -0.301357
H -2.183712 -1.175846 -0.530854
H -0.968921 -2.023516 0.505580
H -3.899594 -2.566601 0.694486
H -3.921279 -2.436381 2.429557
H -2.505275 -3.274721 1.572859
C -1.699908 -9.883507 -1.477503
C -2.068389 -8.400125 -1.265328
C -3.393774 -8.339083 -0.405631
N -4.090914 -7.009740 -0.579341
C -5.321400 -6.865681 0.262082
C -6.431722 -7.825899 0.047709
C -6.919321 -7.769785 -1.345105
C -5.704192 -7.836802 -2.357076
C -4.657694 -6.810650 -1.992296
C -3.205557 -5.899753 -0.213557
H -2.431593 -10.401738 -2.147723
H -1.714690 -10.449830 -0.552356
H -0.714272 -10.073732 -1.926721
H -2.284078 -8.014547 -2.312142
H -1.219406 -7.845584 -0.790202
H -3.102576 -8.273400 0.666983
H -4.076907 -9.082724 -0.663970
H -4.980751 -6.824161 1.315493
H -5.744232 -5.852240 0.043665
H -6.054683 -8.863775 0.224185
H -7.191792 -7.607838 0.835032
H -7.716012 -8.515507 -1.505363
H -7.452782 -6.818787 -1.550720
H -5.255268 -8.870312 -2.298388
H -6.084045 -7.570411 -3.325342
H -3.889442 -6.897041 -2.739629
H -4.989054 -5.787753 -1.985464
H -3.613369 -4.881173 -0.188436
H -2.382670 -5.773226 -0.944912
H -2.824896 -6.291659 0.745725
C 1.937726 -4.155321 -8.005855
C 3.463050 -4.115365 -8.201142
C 4.344512 -2.981092 -7.606501
N 5.787003 -3.371693 -7.338322
C 6.374613 -3.891365 -8.592133
C 6.298835 -3.096576 -9.877927
C 6.879662 -1.006952 -9.133350
C 6.369551 -0.903683 -7.702239
C 6.605678 -2.088228 -6.838143
C 5.954462 -4.481692 -6.341612
H 1.518317 -4.576473 -7.074743
H 1.505565 -4.750667 -8.750762
H 1.544987 -3.102437 -8.063571
H 3.518311 -3.885606 -9.274641
H 3.909559 -5.126523 -8.128489
H 3.919561 -2.596637 -6.653691
H 4.218072 -2.211103 -8.348319
H 5.747760 -4.739258 -8.786170
H 7.424772 -4.323989 -8.319817
H 5.447966 -2.521259 -10.283016
H 6.932344 -3.520980 -10.616552
H 6.545331 -0.224837 -9.827810
H 7.933995 -1.394994 -9.183077
H 5.308044 -0.619626 -7.803035
H 7.101247 -0.164702 -7.383263
H 6.058639 -2.002722 -5.888440
H 7.609311 -2.302237 -6.713946
H 5.406564 -4.140560 -5.451794
H 7.038914 -4.610402 -6.173610
H 5.471118 -5.363337 -6.736558
N -0.052371 -4.090446 1.492212
S 1.019940 -4.631675 0.433531
O 1.051842 -3.819970 -0.767354
O 1.135399 -6.031682 0.227459
F 2.417356 -4.291003 1.295051
S 0.132815 -4.514220 3.039394
O 0.897704 -5.681939 3.315622
O -1.093934 -4.331762 3.777936
F 1.115369 -3.339677 3.524765
N -0.577612 6.652457 -0.761628
S -0.258988 5.753441 0.519826
O -1.081816 4.592644 0.632286
O -0.192261 6.584513 1.721838
F 1.156561 5.050420 0.279751
S 0.469907 7.737893 -1.014072
O 0.903371 8.367923 0.173241
O 0.039579 8.573769 -2.086894
F 1.861487 7.073420 -1.650386
N -2.639050 -2.081697 -3.442809
S -3.227882 -3.242927 -2.704642
O -3.818896 -3.003381 -1.404331
O -2.330956 -4.363330 -2.743851
F -4.432522 -3.722658 -3.542103
S -3.080743 -0.613967 -3.614472
O -1.976206 0.332111 -3.504246
O -4.228186 -0.331218 -2.850139
F -3.593487 -0.668979 -5.114604

Cartesian forces (eV/Å) of the 2 atoms listed first:
1.0 0.4 0.3
0.3 1.7 0.6

The gap between HOMO and LUMO comes out at 9.327 eV. The LUMO energy comes out at -0.146 hartree. The net charge is +3. The multiplicity is 1.


Record 2
C7H18I3OP2Pm as an isolated structure. Source: the OMol25 dataset; level of theory: the ωB97M-V functional and the def2-TZVPD basis.

Atoms and positions in Å:
I 0.291856 -0.661153 -4.856863
I -0.320024 1.884879 -4.148441
Pm 0.009918 -0.543739 0.170042
P -2.535844 -0.112565 0.171736
C -3.412432 1.390108 0.584961
C -3.062092 -0.707662 -1.499143
H -4.141346 -0.872714 -1.437463
H -4.160428 -1.576486 1.241596
H -2.517808 -1.637793 -1.750676
H -2.537359 -2.393154 1.142669
H -3.095489 2.171561 -0.144253
H -2.762528 0.057939 -2.238595
C -3.082583 -1.452086 1.356865
H -4.498701 1.177769 0.531944
H -2.783071 -1.146167 2.377045
H -3.090112 1.713682 1.600907
P 2.539203 -0.024106 0.181573
C 3.361523 1.507636 0.599287
C 3.128161 -1.346654 1.365193
H 2.579377 -1.543898 -1.747775
H 4.177219 -0.724297 -1.426144
H 2.768018 0.151797 -2.230141
C 3.093050 -0.599330 -1.486758
H 2.614576 -2.304638 1.147795
H 4.209400 -1.434274 1.250337
H 4.454673 1.332727 0.551126
H 3.022631 1.819541 1.613275
H 2.816925 -1.051663 2.385129
H 3.021853 2.278422 -0.131236
C -0.036135 1.990005 0.679661
O -0.056456 3.091261 1.029482
I 0.004030 -0.434959 3.116874

Cartesian forces (eV/Å) of the 2 atoms listed first:
-0.1 0.5 0.3
0.1 -0.6 0.0

The value obtained for the energy relative to the best compared isomer or geometry (same formula, charge and spin) is 0.0 kJ/mol. As for the expectation value of S²: 6.01. The gap between HOMO and LUMO (alpha / beta) comes out at 7.346 / 7.561 eV. The LUMO energy (alpha / beta) comes out at -0.283 / -0.275 hartree. The net charge is +2. The multiplicity is 5.


Record 3
A 3-piece molecular cluster, C3H12N2O3 overall. Source: the OMol25 dataset; level of theory: the ωB97M-V functional and the def2-TZVPD basis.

Atoms and positions in Å:
C -0.939403 -2.269615 1.007540
N -0.634469 -0.826986 0.868195
C 0.470973 -0.257127 0.361172
O 1.579843 -0.923044 0.175809
C 0.391018 1.185496 0.038305
N -0.810017 1.935105 0.464841
H -1.276403 -2.691083 0.080507
H -0.120339 -2.763507 1.440479
H -1.793536 -2.354915 1.727413
H -1.405205 -0.108837 1.152451
H 0.642882 1.173258 -0.995744
H 1.148228 1.638328 0.569997
H -0.664470 2.698126 1.121807
H -1.215997 2.227378 -0.426234
O -1.793292 -0.157339 -1.756034
H -1.823958 -0.561525 -0.873344
H -2.249729 -0.763636 -2.336809
O 3.641151 1.117762 -0.547299
H 3.844405 1.337999 -1.475061
H 3.008318 0.364158 -0.597998

Cartesian forces (eV/Å) of the 2 atoms listed first:
-1.4 1.8 1.1
-2.4 1.3 0.7

The value obtained for the energy relative to the best compared isomer or geometry (same formula, charge and spin) is 118.9 kJ/mol. As for the SMILES: CNC(=O)CN.O.O. The gap between HOMO and LUMO comes out at 10.122 eV. The LUMO energy comes out at 0.021 hartree. The multiplicity is 1.


Record 4
One molecule with the formula C3H3F. Source: the OMol25 dataset; level of theory: the ωB97M-V functional and the def2-TZVPD basis.

Atoms and positions in Å:
C -0.105721 -0.854434 -0.931342
C -0.012232 -0.167791 0.304836
C -0.113402 0.594688 1.370892
F 1.130033 0.890491 1.961001
H 0.429514 -0.476544 -1.741038
H 0.213686 -2.022089 -0.697311
H -0.708056 1.044781 2.424682

Cartesian forces (eV/Å) of the 2 atoms listed first:
2.5 -2.0 7.2
-2.2 -0.9 -3.6

The value obtained for the energy relative to the best compared isomer or geometry (same formula, charge and spin) is 202.9 kJ/mol. As for the SMILES: C=C=CF. The gap between HOMO and LUMO comes out at 9.636 eV. The LUMO energy comes out at -0.011 hartree. The multiplicity is 1.


Record 5
A 7-piece molecular cluster, C2H18O6 overall. Source: the OMol25 dataset; level of theory: the ωB97M-V functional and the def2-TZVPD basis.

Atoms and positions in Å:
C -1.688769 -1.859963 1.304632
C -2.681883 -2.373659 0.284876
H -0.637417 -2.046122 1.078679
H -1.851221 -2.298784 2.292047
H -1.814823 -0.792341 1.457943
H -2.322651 -2.262606 -0.743396
H -3.065251 -3.386409 0.397560
H -3.581579 -1.752061 0.201878
O -1.073129 1.849637 -0.565885
H -2.030555 1.765264 -0.622392
H -0.816083 1.696157 0.371100
O 1.934606 -1.678653 -0.909137
H 1.351282 -1.377917 -1.641340
H 1.251755 -1.882663 -0.260235
O 2.163302 0.713655 1.120183
H 2.446361 1.560345 0.743203
H 2.530533 0.092292 0.470982
O 1.885251 2.689873 -1.015824
H 1.464742 3.485028 -1.346852
H 1.304688 1.936578 -1.153422
O -0.411462 0.941963 1.937940
H 0.168216 0.178098 1.858969
H 0.058504 1.569147 2.494840
O -0.259357 -0.742782 -2.007296
H -1.063803 -1.143503 -2.346200
H -0.482813 0.151702 -1.709195

Cartesian forces (eV/Å) of the 2 atoms listed first:
-0.2 0.0 0.7
-0.7 0.4 -1.2

The value obtained for the energy relative to the best compared isomer or geometry (same formula, charge and spin) is 4.0 kJ/mol. As for the SMILES: CC.O.O.O.O.O.O. The gap between HOMO and LUMO comes out at 11.295 eV. The LUMO energy comes out at 0.013 hartree. The multiplicity is 1.


Record 6
A 2-piece molecular cluster, C2H6NO overall. Source: the OMol25 dataset; level of theory: the ωB97M-V functional and the def2-TZVPD basis.

Atoms and positions in Å:
C -0.592269 -0.188357 1.125009
C 0.119595 0.504229 0.090005
N 0.486758 -0.451969 -1.157486
O 0.814352 0.158852 1.197760
H -1.184358 0.477617 1.695669
H -0.840924 -1.283041 1.264453
H -0.475909 2.948764 -0.283467
H 0.902757 -0.051774 -1.977844
H -0.349707 -0.905893 -1.341810
H 1.119706 -1.208429 -0.612289

Cartesian forces (eV/Å) of the 2 atoms listed first:
-1.1 -0.9 1.1
0.9 -1.4 -1.2

The value obtained for the energy relative to the best compared isomer or geometry (same formula, charge and spin) is 639.1 kJ/mol. The gap between HOMO and LUMO (alpha / beta) comes out at 8.671 / 11.287 eV. The LUMO energy (alpha / beta) comes out at -0.240 / -0.154 hartree. The net charge is +1. The multiplicity is 1.